# C5H13N5

One molecule with the formula C5H13N5 at a distorted geometry (wB97M-V/def2-TZVPD, the Open Molecules 2025 dataset).

2S+1 = 1
HOMO (spin up / spin down) = -0.26513 / -0.25881 Ha
LUMO level (spin up / spin down) = 0.411 / 0.112 eV
Frontier orbital gap (spin up / spin down) = 7.63 / 7.15 eV
ΔE to the lowest compared entry with this formula, charge and spin = 5.057 eV

```
23
C5H13N5, DFT wB97M-V/def2-TZVPD
C -0.6066 0.7749 -1.1711
C -1.7810 0.7004 -2.1463
C 0.3000 -1.0707 -2.5020
C 1.5844 0.7961 2.4109
C -0.1478 -1.6399 1.7875
N -0.6285 1.6924 -0.2079
N 0.3119 1.7202 0.6903
N 0.3678 -0.0069 -1.4810
N 0.3336 0.6944 1.5961
N -0.3289 -0.3276 1.2568
H -1.5980 0.9133 -3.2185
H -1.9266 -0.4128 -2.1576
H -2.6921 1.2763 -1.8301
H 1.2381 -1.1530 -3.0481
H 0.4771 -2.0474 -1.8485
H -0.5669 -1.0352 -3.0922
H 1.7050 1.8395 2.7661
H 1.4344 0.2684 3.3810
H 2.4445 0.4619 1.7093
H -0.5460 -1.7823 2.8052
H -0.6829 -2.3658 1.1146
H 0.8521 -1.9296 1.9476
H 0.4564 2.6334 1.2381
```

# C5H13NO

A 3-piece molecular cluster, C5H13NO overall at a distorted geometry (wB97M-V/def2-TZVPD, the Open Molecules 2025 dataset).

2S+1 = 1
HOMO (spin up / spin down) = -0.30899 / -0.30906 Ha
LUMO level (spin up / spin down) = 0.446 / 0.445 eV
Frontier orbital gap (spin up / spin down) = 8.85 / 8.86 eV
ΔE to the lowest compared entry with this formula, charge and spin = 6.384 eV

```
20
C5H13NO, DFT wB97M-V/def2-TZVPD
C 1.4686 -0.3121 0.1802
C 1.8904 -0.8554 1.5389
N 0.4404 0.7531 0.3212
O 0.7950 1.7647 0.9998
H 2.3145 0.1586 -0.3233
H 1.0478 -1.0918 -0.4557
H 1.0733 -1.4056 2.0057
H 2.7429 -1.5251 1.4299
H 2.1717 -0.0258 2.1862
C -2.0369 -0.3959 -0.9480
C -0.2778 1.2180 -1.4772
C -2.0054 -0.6580 0.3952
H -1.6469 -1.1236 -1.6469
H -2.7175 0.3536 -1.3254
H -2.5673 -0.0541 1.0953
H -0.6893 2.1536 -1.1105
H 0.7471 1.3817 -1.8015
H -0.6984 0.8992 -2.4270
H -0.5026 0.3233 0.5781
H -1.5495 -1.5584 0.7849
```

# C5H13NO

One molecule with the formula C5H13NO at a distorted geometry (wB97M-V/def2-TZVPD, the Open Molecules 2025 dataset).

2S+1 = 1
HOMO = -0.33143 Ha
LUMO level = 0.824 eV
Frontier orbital gap = 9.84 eV
ΔE to the lowest compared entry with this formula, charge and spin = 2.296 eV

```
20
C5H13NO, DFT wB97M-V/def2-TZVPD
C -1.0879 -1.2251 -0.9887
C -0.5250 -0.8373 0.3557
C 0.5981 -1.7578 0.9597
C -0.0379 0.6131 0.4135
N -1.1071 1.5545 0.7730
C 0.6359 1.1531 -0.7662
O 1.5195 2.2259 -0.3156
H -1.7829 -0.5537 -1.6323
H -1.6154 -2.2517 -0.9925
H -0.2894 -1.3156 -1.6998
H -1.3937 -0.9655 0.9461
H 0.6703 -1.7466 2.0620
H 1.4942 -1.2800 0.4504
H 0.5615 -2.8200 0.7581
H 0.6388 0.7825 1.3128
H -0.9479 2.4357 0.2199
H -0.9166 1.6412 1.7959
H 1.3576 0.3839 -1.0215
H 0.1014 1.4944 -1.5756
H 2.1267 2.4690 -1.0551
```

# C5H13NO

A 2-piece molecular cluster, C5H13NO overall at a distorted geometry (wB97M-V/def2-TZVPD, the Open Molecules 2025 dataset).

2S+1 = 1
HOMO (spin up / spin down) = -0.27701 / -0.26937 Ha
LUMO level (spin up / spin down) = 1.069 / 1.070 eV
Frontier orbital gap (spin up / spin down) = 8.61 / 8.40 eV
ΔE to the lowest compared entry with this formula, charge and spin = 6.618 eV

```
20
C5H13NO, DFT wB97M-V/def2-TZVPD
C 0.2182 1.6101 -1.1385
C 0.5418 -0.9193 -1.9876
C 0.1113 -1.8321 0.9995
C -1.0878 1.2335 2.0612
C 0.7661 0.2166 -1.0145
N -0.4746 -0.5365 0.6805
O -0.0995 0.2783 1.7389
H -0.7563 1.7682 -0.8594
H 0.8062 2.2381 -0.5938
H 0.3138 1.8818 -2.1322
H 0.9695 -0.4802 -2.8639
H -0.4772 -1.0209 -1.9903
H 1.0575 -1.8763 -1.7466
H 1.2291 -1.9948 1.2595
H -0.6083 -2.3463 1.8069
H -0.0692 -2.6051 0.0546
H -1.4709 0.9572 3.0804
H -1.8529 1.0506 1.2628
H -0.7583 2.1513 1.8944
H 1.6415 0.2258 -0.5120
```